# 1
{"formula": "C14H16", "method": "the ωB97M-V functional and the def2-TZVPD basis", "symbols": ["C", "C", "C", "C", "C", "C", "C", "H", "H", "H", "H", "H", "H", "H", "H", "C", "C", "C", "C", "C", "C", "C", "H", "H", "H", "H", "H", "H", "H", "H"], "coordinates": [[1.3121, 3.7076, 0.2740], [-0.6110, 4.2182, -1.3078], [0.2584, 3.3077, -0.7465], [-1.8063, 3.7697, -1.8845], [-2.1034, 2.4269, -1.8321], [0.0973, 1.9540, -1.0709], [-1.1272, 1.4828, -1.5307], [-0.4743, 5.2777, -1.4788], [-2.4387, 4.5115, -2.3542], [1.3287, 3.1111, 1.1798], [1.2510, 4.7478, 0.5940], [-3.1333, 2.1346, -2.0202], [0.8483, 1.2445, -0.7374], [-1.2857, 0.4293, -1.7121], [2.2352, 3.6508, -0.3254], [1.2685, -2.2049, 2.8503], [-0.5574, -4.0241, -0.5724], [-1.1850, -2.9836, 0.0390], [0.7740, -4.3563, -0.1902], [-0.5545, -2.3311, 1.1302], [1.4823, -3.6259, 0.7233], [0.7319, -2.6908, 1.4828], [-0.8648, -4.5926, -1.4392], [-2.1026, -2.5002, -0.2806], [1.2168, -4.9851, -0.9605], [-1.1686, -1.6872, 1.7438], [2.5402, -3.6643, 0.9422], [0.4299, -2.0989, 3.5374], [1.7163, -1.2236, 2.7643], [1.9219, -3.0057, 3.1828]], "lumo_energy_ha": 0.031, "gap_ev": 9.65, "homo_energy_ev": -8.797, "spin_multiplicity": 1, "e_tot_ev": -14776.280}

***

# 2
{"formula": "C24H26F4N", "method": "the ωB97M-V functional and the def2-TZVPD basis", "symbols": ["F", "C", "C", "C", "F", "C", "C", "C", "C", "C", "C", "F", "C", "C", "F", "C", "C", "H", "H", "H", "H", "H", "H", "H", "C", "C", "C", "N", "C", "C", "C", "C", "C", "C", "C", "C", "H", "H", "H", "H", "H", "H", "H", "H", "H", "H", "H", "H", "H", "H", "H", "H", "H", "H", "H"], "coordinates": [[-3.2027, 2.4485, 1.4730], [-2.9182, 1.1271, 1.5110], [-3.9462, 0.2022, 1.5187], [-3.6643, -1.1501, 1.5575], [-4.6737, -2.0506, 1.5527], [-2.3569, -1.5731, 1.5935], [-1.2788, -0.6651, 1.5874], [0.0252, -1.2187, 1.6111], [1.3302, -0.6663, 1.5958], [2.4069, -1.5750, 1.5657], [3.7144, -1.1527, 1.5332], [4.7226, -2.0532, 1.4945], [3.9973, 0.2006, 1.5318], [2.9712, 1.1256, 1.5701], [3.2567, 2.4475, 1.5742], [1.6617, 0.7031, 1.6039], [-1.6092, 0.7037, 1.5417], [-4.9670, 0.5344, 1.4915], [-2.1728, -2.6313, 1.6187], [0.0246, -2.2965, 1.6306], [2.2218, -2.6337, 1.5626], [5.0182, 0.5324, 1.5021], [0.9131, 1.4633, 1.6530], [-0.8587, 1.4638, 1.5195], [0.6054, -6.1095, 5.0799], [0.6642, -5.8948, 6.5978], [-0.2230, -4.7125, 7.0064], [0.0489, -3.4652, 6.2490], [-0.4201, -2.2303, 6.7846], [-0.1449, -1.0607, 6.1810], [-0.6669, 0.2788, 6.6128], [-1.3207, 0.2693, 8.0057], [-2.1460, -1.0056, 8.2071], [-1.2746, -2.2624, 8.0228], [0.1495, -3.6426, 4.7738], [1.0354, -4.8258, 4.3558], [1.2186, -6.9684, 4.7717], [-0.4204, -6.3710, 4.7850], [0.3646, -6.8080, 7.1312], [1.7019, -5.7094, 6.9051], [-1.2788, -4.9672, 6.8691], [-0.0862, -4.4969, 8.0700], [0.5185, -1.0666, 5.3352], [0.1437, 1.0195, 6.5774], [-1.3979, 0.6292, 5.8726], [-0.5455, 0.3290, 8.7787], [-1.9428, 1.1621, 8.1556], [-2.6295, -1.0113, 9.1936], [-2.9728, -1.0263, 7.4857], [-1.9146, -3.1537, 7.9945], [-0.6180, -2.3872, 8.8927], [-0.8662, -3.7605, 4.3831], [0.5316, -2.7223, 4.3273], [2.0853, -4.6052, 4.5917], [1.0103, -4.9646, 3.2657]], "lumo_energy_ha": -0.246, "gap_ev": 2.88, "total_charge": 1, "homo_energy_ev": -9.585, "spin_multiplicity": 1, "e_tot_ev": -37661.381}